A single CH3NO4 molecule. Source: the Open Molecules 2025 dataset; level of theory: the ωB97M-V functional and the def2-TZVPD basis.

CARTESIAN COORDINATES (ANGSTROEM)
N  0.451  -0.456  0.492
O  1.126  -0.558  -0.498
O  -0.725  -0.415  0.744
C  2.258  1.354  3.094
O  1.470  1.106  1.925
O  1.343  -0.394  1.809
H  2.412  2.436  3.243
H  1.751  0.946  3.980
H  3.240  0.867  2.990

For the energy above the lowest of the compared OMol25 structures with the same formula, charge and spin, the calculation gives 125.2 kcal per mole. As for the structure (SMILES): COO[N+](=O)[O-]. For the LUMO energy, the calculation gives -0.436 eV. Its total charge is 0. The largest force on an atom comes out at 0.0456 hartree/bohr. Its highest occupied orbital energy is -10.502 eV.

2 unconnected molecules or ions with the total composition CH3NO4. Source: the Open Molecules 2025 dataset; level of theory: the ωB97M-V functional and the def2-TZVPD basis.

CARTESIAN COORDINATES (ANGSTROEM)
C  -0.758  0.180  0.449
N  1.247  0.066  0.013
O  2.006  0.977  0.265
O  1.394  -1.068  -0.397
O  -1.023  -1.104  0.196
O  -1.052  1.165  -0.462
H  -0.872  0.434  1.576
H  -0.240  -1.427  -0.267
H  -0.701  0.777  -1.372

For the energy above the lowest of the compared OMol25 structures with the same formula, charge and spin, the calculation gives 49.3 kcal per mole. For the LUMO energy, the calculation gives 0.158 eV. Its total charge is 0. The largest force on an atom comes out at 0.0840 hartree/bohr. Its highest occupied orbital energy is -9.627 eV.